13
Properties=species:S:1:pos:R:3:nbo_charge:R:1 method="wB97M-V/def2-TZVPD" e_lumo_ev=0.73 energy_ha=-286.48103 relative_energy_ev=4.099 homo_energy_ev=-8.1734 max_force_ev_per_a=0.562
C 0.73 1.65 -0.14 -0.624
C 0.29 0.26 -0.51 -0.124
C 1.16 -0.91 -0.23 -0.315
N -0.28 -0.55 0.61 -0.536
C -1.45 -1.29 0.45 0.554
O -2.05 -1.38 -0.59 -0.525
H -0.11 2.35 -0.07 0.210
H 1.40 2.01 -0.93 0.230
H 1.30 1.65 0.79 0.216
H -0.42 0.23 -1.34 0.216
H 0.81 -1.73 -0.88 0.137
H 0.01 -0.34 1.56 0.430
H -1.76 -1.80 1.37 0.130

***

15
Properties=species:S:1:pos:R:3:nbo_charge:R:1 method="wB97M-V/def2-TZVPD" e_lumo_ev=-1.03 energy_ha=-1140.90035 relative_energy_ev=0.469 homo_energy_ev=-8.8288 max_force_ev_per_a=1.938
C -1.22 0.17 1.17 0.522
C 0.24 0.17 0.78 -0.502
C 0.41 0.52 -0.73 -0.463
C -1.88 -1.14 1.44 -0.316
C 0.16 -0.65 -1.60 -0.443
O -1.84 1.19 1.32 -0.514
O -2.26 -0.67 -0.88 -0.921
S -1.10 -2.54 1.70 0.050
S -1.30 -1.38 -1.74 1.159
H 0.73 0.96 1.35 0.243
H 0.72 -0.79 1.00 0.239
H -0.33 1.30 -0.95 0.252
H 1.41 0.91 -0.89 0.233
H -2.96 -1.09 1.52 0.224
H 0.96 -1.12 -2.15 0.236

***

52
Properties=species:S:1:pos:R:3:nbo_charge:R:1 method="wB97M-V/def2-TZVPD" e_lumo_ev=-10.33 energy_ha=-2074.74919 relative_energy_ev=0.104 homo_energy_ev=-17.4498 max_force_ev_per_a=0.389 charge=+3
Zr -1.29 0.59 -0.08 2.116
N -1.43 2.77 -0.96 -0.917
C -1.15 3.84 0.06 -0.228
C -2.25 3.92 1.11 -0.451
C -2.45 2.67 1.95 -0.232
N -3.06 1.54 1.16 -0.936
H -0.75 2.86 -1.71 0.431
H -2.33 2.97 -1.41 0.419
H -1.03 4.80 -0.43 0.251
H -0.19 3.59 0.53 0.222
H -3.19 4.21 0.64 0.229
H -2.00 4.74 1.78 0.286
H -3.09 2.90 2.80 0.257
H -1.50 2.31 2.37 0.219
H -3.85 1.89 0.63 0.421
H -3.46 0.87 1.82 0.429
N -4.24 -1.83 -0.97 -0.748
C -3.92 -1.15 -2.06 0.403
N -4.72 -1.13 -3.11 -0.706
S -2.40 -0.30 -2.24 -0.233
H -5.09 -2.37 -0.92 0.437
H -3.57 -1.93 -0.22 0.433
H -5.58 -1.65 -3.14 0.440
H -4.46 -0.61 -3.94 0.449
S -1.74 -1.52 1.37 -0.253
C -0.60 -2.78 1.00 0.390
N -0.05 -3.03 -0.18 -0.543
C 0.85 -4.20 -0.12 -0.230
C 0.71 -4.66 1.35 -0.233
N -0.19 -3.63 1.91 -0.513
H -0.30 -2.54 -1.02 0.440
H 1.87 -3.89 -0.36 0.236
H 0.54 -4.96 -0.82 0.246
H 1.66 -4.65 1.88 0.248
H 0.25 -5.64 1.44 0.248
H -0.49 -3.60 2.88 0.456
O 0.49 0.28 -1.18 -0.761
C 1.23 0.63 -0.17 0.799
O 0.53 0.99 0.87 -0.769
C 2.67 0.61 -0.18 -0.181
C 3.35 0.25 -1.35 -0.120
C 4.73 0.24 -1.36 -0.204
C 5.39 0.59 -0.20 0.132
C 4.75 0.95 0.97 -0.190
C 3.37 0.96 0.98 -0.130
N 6.88 0.57 -0.20 0.515
O 7.43 0.85 0.83 -0.316
O 7.41 0.27 -1.25 -0.317
H 2.79 -0.01 -2.25 0.243
H 5.30 -0.02 -2.24 0.287
H 5.33 1.21 1.84 0.286
H 2.83 1.24 1.88 0.246

***

46
Properties=species:S:1:pos:R:3:nbo_charge:R:1 method="wB97M-V/def2-TZVPD" e_lumo_ev=0.27 energy_ha=-922.32412 relative_energy_ev=3.287 homo_energy_ev=-8.5906 smiles=CC(C)Cc1ccc2nccnc2c1.CO.CO.CO max_force_ev_per_a=1.599
C 1.00 2.49 -2.27 -0.610
C -0.27 2.03 -1.51 -0.204
C -1.49 2.98 -1.81 -0.605
C -0.64 0.56 -1.83 -0.455
C -0.11 -0.47 -0.83 0.025
C 0.42 -1.73 -1.26 -0.189
C 0.89 -2.62 -0.36 -0.222
C 0.89 -2.34 1.03 0.160
N 1.38 -3.29 1.88 -0.370
C 1.31 -2.95 3.14 -0.016
C 0.81 -1.69 3.58 0.003
N 0.33 -0.75 2.80 -0.357
C 0.37 -1.12 1.48 0.093
C -0.12 -0.21 0.51 -0.221
H 0.98 3.59 -2.30 0.203
H 1.86 2.22 -1.64 0.209
H 1.09 2.05 -3.26 0.205
H -0.04 2.19 -0.45 0.193
H -2.41 2.47 -1.51 0.226
H -1.36 3.85 -1.15 0.199
H -1.46 3.24 -2.87 0.198
H -0.18 0.27 -2.80 0.251
H -1.72 0.41 -1.97 0.215
H 0.39 -1.92 -2.33 0.206
H 1.27 -3.59 -0.70 0.224
H 1.67 -3.65 3.90 0.213
H 0.81 -1.49 4.65 0.189
H -0.55 0.73 0.85 0.218
C -4.58 3.98 0.32 -0.248
O -4.46 3.45 -1.00 -0.723
H -3.61 4.35 0.63 0.185
H -5.30 4.80 0.33 0.163
H -4.90 3.20 1.02 0.164
H -5.33 3.12 -1.25 0.464
C 0.69 0.63 -5.80 -0.249
O 0.71 -0.16 -4.61 -0.729
H 0.81 1.67 -5.52 0.187
H 1.51 0.34 -6.46 0.168
H -0.26 0.50 -6.32 0.166
H 0.61 -1.08 -4.87 0.468
C 3.49 -4.18 6.75 -0.249
O 2.38 -4.91 6.23 -0.725
H 4.23 -4.06 5.96 0.186
H 3.17 -3.19 7.09 0.161
H 3.95 -4.72 7.58 0.165
H 1.75 -5.00 6.94 0.464

***

49
Properties=species:S:1:pos:R:3:nbo_charge:R:1 method="wB97M-V/def2-TZVPD" e_lumo_ev=-1.22 energy_ha=-1484.49509 homo_energy_ev=-9.4393 smiles="CCOCN(CCC(=O)O)C(=O)Oc1cccnc1.O=C1C=C(O)C(=O)C=C1O" max_force_ev_per_a=3.477
C 4.17 -0.23 2.99 -0.661
C 3.75 -0.49 1.48 -0.077
O 2.39 -0.11 1.27 -0.550
C 1.50 -1.20 1.57 0.110
N 0.15 -0.63 1.60 -0.557
C -0.83 -1.47 2.32 -0.207
C -1.75 -0.47 3.17 -0.537
C -3.07 -1.14 3.68 0.791
O -3.67 -1.86 2.95 -0.540
O -3.48 -0.84 4.98 -0.692
C -0.31 -0.23 0.29 0.937
O -0.29 -0.93 -0.68 -0.531
O -0.86 1.07 0.21 -0.516
C 0.16 1.96 0.64 0.216
C 0.25 2.41 2.03 -0.177
C 1.36 3.29 2.38 -0.271
C 2.28 3.65 1.31 0.034
N 2.21 3.28 0.01 -0.407
C 1.17 2.46 -0.28 0.011
H 4.32 -1.19 3.55 0.208
H 5.10 0.40 3.04 0.219
H 3.35 0.36 3.48 0.223
H 4.39 0.21 0.87 0.201
H 3.94 -1.55 1.15 0.176
H 1.64 -2.04 0.84 0.178
H 1.74 -1.49 2.64 0.175
H -1.51 -2.07 1.67 0.230
H -0.31 -2.10 3.09 0.216
H -1.98 0.38 2.46 0.244
H -1.15 0.00 4.00 0.211
H -3.26 0.10 5.15 0.486
H -0.51 2.04 2.75 0.223
H 1.45 3.62 3.44 0.231
H 3.15 4.30 1.60 0.197
H 1.07 2.14 -1.35 0.211
O 0.01 -0.32 -6.78 -0.535
C -0.88 -0.56 -5.99 0.472
C -2.28 -0.73 -6.41 -0.365
C -3.23 -0.97 -5.51 0.299
O -4.52 -1.13 -5.86 -0.633
C -2.91 -1.08 -4.05 0.472
O -3.82 -1.29 -3.26 -0.530
C -1.52 -0.94 -3.63 -0.370
C -0.57 -0.69 -4.54 0.300
O 0.73 -0.56 -4.19 -0.633
H -2.49 -0.64 -7.47 0.241
H -5.00 -1.30 -5.03 0.504
H -1.30 -1.03 -2.58 0.269
H 1.21 -0.39 -5.02 0.502

***

61
Properties=species:S:1:pos:R:3:nbo_charge:R:1 method="wB97M-V/def2-TZVPD" e_lumo_ev=-0.82 energy_ha=-1832.57891 relative_energy_ev=20.129 homo_energy_ev=-8.1439 smiles="CCCc1ccc(-c2cc(C(=O)NCCc3ccc(S(N)(=O)=O)cc3)c3ccccc3n2)cc1" max_force_ev_per_a=19.244
C -5.99 -1.04 0.97 -0.599
C -6.04 0.46 0.82 -0.391
C -5.76 0.86 -0.70 -0.349
C -4.38 0.75 -0.76 -0.187
C -3.48 1.53 -0.04 -0.159
C -2.06 1.49 -0.53 -0.192
C -1.64 0.46 -1.33 -0.182
C -0.13 0.27 -1.41 0.283
C 0.80 1.32 -1.30 -0.330
C 2.03 1.00 -1.28 0.046
C 3.19 2.07 -1.28 0.644
O 4.40 1.95 -1.49 -0.589
N 2.79 2.56 -0.05 -0.608
C 3.64 3.16 1.06 -0.245
C 3.41 2.49 2.18 -0.477
C 2.80 1.22 2.12 0.017
C 3.46 -0.05 1.61 -0.172
C 2.81 -1.18 1.38 -0.293
C 1.52 -1.02 1.61 -0.071
S 0.78 -2.91 1.55 2.097
N -0.72 -2.77 0.51 -1.085
O 0.12 -3.16 2.93 -0.894
O 1.50 -3.72 0.69 -0.904
C 0.77 -0.14 1.86 -0.274
C 1.39 1.07 2.55 -0.196
C 2.48 -0.44 -1.82 -0.067
C 3.83 -0.83 -1.76 -0.246
C 4.23 -2.08 -2.21 -0.158
C 3.05 -3.18 -2.20 -0.192
C 1.83 -2.90 -2.08 -0.199
C 1.41 -1.43 -1.73 0.192
N 0.18 -1.09 -1.81 -0.477
C -2.49 -0.45 -1.84 -0.138
C -3.94 0.00 -1.60 -0.125
H -6.31 -1.31 1.89 0.205
H -4.86 -1.34 1.01 0.199
H -6.60 -1.59 0.05 0.201
H -5.42 1.03 1.57 0.218
H -7.18 0.71 0.99 0.195
H -6.40 0.48 -1.39 0.225
H -6.10 2.11 -0.52 0.184
H -3.68 2.56 0.64 0.234
H -1.21 2.04 0.21 0.207
H 0.41 2.27 -1.05 0.227
H 1.87 2.80 0.26 0.391
H 4.75 2.90 0.64 0.235
H 3.68 4.40 1.00 0.232
H 4.40 2.48 2.74 0.249
H 2.65 3.22 2.95 0.194
H 4.68 0.02 1.52 0.223
H 3.45 -2.09 1.06 0.288
H -1.52 -2.12 0.91 0.381
H -0.36 -2.30 -0.46 0.403
H -0.43 -0.12 2.30 0.269
H 0.81 1.94 2.67 0.202
H 4.68 -0.11 -1.84 0.261
H 5.17 -2.47 -2.31 0.203
H 3.52 -4.10 -2.58 0.213
H 1.04 -3.53 -2.12 0.217
H -2.16 -1.39 -2.57 0.273
H -4.70 -0.76 -2.20 0.195

***

57
Properties=species:S:1:pos:R:3:nbo_charge:R:1 method="wB97M-V/def2-TZVPD" e_lumo_ev=0.18 energy_ha=-1412.38125 homo_energy_ev=-8.9595 smiles="CNCB1OBOB(CCCCN)O1.C[C@@H]1COC(=O)O1.C[C@@H]1COC(=O)O1" max_force_ev_per_a=1.033
C -2.01 1.15 -1.97 -0.425
N -2.66 0.66 -0.74 -0.610
C -2.37 -0.76 -0.42 -0.592
B -0.98 -0.98 0.27 1.171
O -0.83 -1.78 1.40 -0.889
B 0.37 -2.44 1.54 0.964
O 1.35 -2.21 0.59 -0.897
B 1.37 -0.86 0.23 1.203
C 2.67 0.00 0.36 -0.810
C 2.64 1.42 -0.21 -0.380
C 2.17 2.51 0.76 -0.401
C 0.91 2.20 1.55 -0.217
N 0.44 3.40 2.24 -0.834
O 0.16 -0.34 -0.19 -0.908
H -1.73 0.31 -2.61 0.192
H -2.69 1.78 -2.53 0.206
H -1.09 1.72 -1.78 0.184
H -2.32 1.22 0.03 0.341
H -3.17 -1.15 0.21 0.222
H -2.41 -1.33 -1.36 0.227
H 0.56 -3.15 2.47 -0.103
H 3.46 -0.59 -0.12 0.252
H 2.96 0.01 1.42 0.243
H 2.04 1.46 -1.12 0.205
H 3.66 1.68 -0.51 0.209
H 1.97 3.43 0.20 0.216
H 2.98 2.75 1.46 0.190
H 0.13 1.88 0.86 0.186
H 1.09 1.36 2.24 0.154
H 1.15 3.73 2.90 0.351
H -0.38 3.19 2.80 0.354
C -3.89 4.06 -0.44 -0.625
C -3.27 5.09 -1.35 0.064
C -4.05 6.40 -1.48 -0.094
O -3.75 6.80 -2.81 -0.493
C -3.43 5.70 -3.53 0.970
O -3.31 5.67 -4.71 -0.568
O -3.27 4.64 -2.71 -0.499
H -4.80 3.66 -0.88 0.229
H -3.21 3.23 -0.28 0.224
H -4.13 4.51 0.53 0.219
H -2.24 5.29 -1.07 0.185
H -3.73 7.17 -0.78 0.205
H -5.12 6.24 -1.39 0.182
C 2.62 -5.20 0.58 -0.625
C 2.65 -6.70 0.44 0.064
C 2.57 -7.47 1.74 -0.094
O 3.33 -8.65 1.45 -0.493
C 4.21 -8.35 0.46 0.969
O 5.11 -9.05 0.12 -0.567
O 3.92 -7.14 -0.07 -0.496
H 3.55 -4.85 1.04 0.226
H 2.52 -4.71 -0.39 0.230
H 1.79 -4.89 1.21 0.218
H 1.88 -7.04 -0.26 0.182
H 1.56 -7.76 2.03 0.204
H 3.05 -6.93 2.56 0.182

***

101
Properties=species:S:1:pos:R:3:lowdin_charge:R:1 method="wB97M-V/def2-TZVPD" e_lumo_ev=-3.69 energy_ha=-3367.62640 relative_energy_ev=0.000 homo_energy_ev=-13.4103 max_force_ev_per_a=3.947 charge=+2
O 15.08 11.93 10.99 0.104
C 13.84 12.42 11.09 -0.686
O 13.13 12.19 9.99 0.079
O 13.47 12.90 12.11 0.090
H 15.37 11.76 10.09 0.060
C 15.25 15.70 12.56 -0.003
N 14.71 15.69 13.91 -0.356
C 15.34 14.47 14.59 0.044
C 15.22 16.89 14.61 0.027
C 13.24 15.71 13.84 -0.110
C 12.66 15.93 15.18 -0.232
O 12.36 17.31 15.39 -0.057
H 16.24 15.95 12.47 0.085
H 14.68 16.49 12.01 0.140
H 15.01 14.75 12.13 0.086
H 15.15 14.48 15.66 0.104
H 16.46 14.55 14.44 0.131
H 15.04 13.57 14.01 0.112
H 14.68 16.98 15.55 0.099
H 15.11 17.79 14.05 0.113
H 16.27 16.64 14.83 0.124
H 12.87 14.80 13.42 0.122
H 12.98 16.48 13.23 0.114
H 13.29 15.49 16.02 0.140
H 11.74 15.36 15.27 0.132
H 11.73 17.52 16.13 0.125
C 17.15 9.48 11.92 0.012
N 16.99 8.42 10.85 -0.299
C 16.89 7.05 11.60 0.053
C 15.71 8.68 10.01 0.052
C 18.23 8.41 9.99 -0.103
C 18.14 7.74 8.64 -0.246
O 17.97 6.34 8.80 -0.053
H 16.41 9.43 12.69 0.102
H 17.07 10.48 11.49 0.069
H 18.09 9.32 12.37 0.097
H 16.25 7.19 12.47 0.115
H 17.84 6.75 11.94 0.091
H 16.61 6.35 10.87 0.080
H 14.94 8.80 10.72 0.090
H 15.55 7.83 9.31 0.124
H 15.93 9.64 9.50 0.087
H 18.95 8.04 10.67 0.120
H 18.54 9.52 9.79 0.154
H 19.06 7.91 8.13 0.117
H 17.40 8.21 7.94 0.140
H 18.14 5.92 7.92 0.128
C 20.63 15.85 7.24 0.012
N 19.46 16.73 6.86 -0.330
C 19.89 18.19 6.95 0.014
C 18.84 16.41 5.49 0.033
C 18.36 16.41 7.89 -0.076
C 16.95 17.10 7.60 -0.177
O 17.13 18.54 7.62 -0.092
H 20.37 14.86 7.15 0.054
H 20.85 15.93 8.28 0.100
H 21.56 16.06 6.70 0.121
H 20.87 18.30 6.36 0.132
H 19.86 18.44 8.07 0.135
H 19.04 18.79 6.51 0.099
H 19.62 16.48 4.70 0.122
H 18.10 17.23 5.27 0.117
H 18.46 15.42 5.41 0.088
H 18.81 16.80 8.80 0.126
H 18.27 15.36 7.82 0.060
H 16.31 16.77 8.40 0.109
H 16.48 16.77 6.66 0.120
H 16.35 18.98 7.20 0.126
C 9.27 11.75 11.16 -0.049
C 9.60 12.69 10.02 -0.406
C 8.35 13.50 9.67 -0.215
O 8.72 14.57 8.83 -0.237
C 7.62 15.34 8.34 -0.084
N 10.78 13.59 10.21 0.057
H 12.17 12.69 9.97 0.116
H 10.71 14.43 9.67 0.084
H 10.75 13.95 11.15 0.089
H 9.98 10.92 11.26 0.083
H 8.23 11.36 11.08 0.103
H 9.33 12.34 12.07 0.075
H 9.89 12.10 9.15 0.142
H 7.86 13.91 10.61 0.150
H 7.72 12.81 9.06 0.144
H 6.84 15.55 9.08 0.083
H 7.19 14.72 7.49 0.108
H 7.99 16.34 7.96 0.101
C 18.66 11.66 6.93 -0.588
F 17.93 10.84 6.19 0.168
F 19.53 10.86 7.56 0.110
F 19.44 12.58 6.25 0.080
S 17.66 12.61 8.24 0.604
O 16.71 13.42 7.52 -0.273
O 17.05 11.54 9.00 -0.332
N 18.79 13.44 8.95 -0.305
S 19.03 13.47 10.53 0.618
O 19.30 14.86 10.89 -0.292
O 18.21 12.60 11.32 -0.280
C 20.69 12.71 10.56 -0.694
F 21.60 13.33 9.77 0.118
F 21.11 12.72 11.82 0.160
F 20.67 11.51 10.05 0.151